[1]
# C36H24BF4O24

7 unconnected molecules or ions with the total composition C36H24BF4O24 in a non-equilibrium geometry (ωB97M-V/def2-TZVPD, OMol25).

Geometry as XYZ:
```
89
Properties=species:S:1:pos:R:3:mulliken_charge:R:1
F 1.129 0.020 -1.693 -0.3896
F -0.786 -0.835 -0.676 -0.0108
F 1.244 -0.782 0.372 -0.2912
F 0.084 1.168 -0.090 -0.2827
O 0.327 2.950 2.032 -0.3808
O -2.110 -0.580 5.385 -0.6419
O 0.718 5.994 -1.654 -0.6986
O -7.446 0.915 2.284 -0.5106
O -3.496 -2.573 -0.504 -0.5124
O -4.014 -2.451 5.925 -0.5525
O 5.931 4.708 -2.580 -0.5736
O 6.168 1.987 0.370 -0.5698
O 2.794 0.062 -3.836 -0.4795
O 0.027 -3.443 2.135 -0.4863
O -3.558 0.634 -1.438 -0.5482
O 1.772 4.763 3.619 -0.6141
O 7.811 -2.240 -1.213 -0.4947
O -1.684 -5.480 2.870 -0.5228
O 5.263 -3.289 -0.987 -0.6867
O 3.540 0.879 0.826 -0.4182
O -8.233 0.302 -0.051 -0.5434
O 2.017 7.898 -0.095 -0.5546
O -3.793 -7.425 -2.887 -0.5720
O -1.351 -3.324 -1.892 -0.4107
O 4.894 0.784 -5.356 -0.5496
O -6.031 -6.413 -2.005 -0.4475
O -2.780 0.659 1.120 -0.2749
O 3.498 4.373 -1.464 -0.4934
C 5.107 3.658 -2.911 -0.2023
C 4.479 -1.363 -0.050 -0.1299
C 4.601 1.491 -4.442 0.4002
C -2.435 -4.115 -1.876 0.1099
C -2.823 -4.024 4.289 -0.6341
C -3.707 -6.298 -2.480 0.5807
C 5.509 2.543 -3.988 -0.8193
C 5.547 -2.086 -0.591 1.1164
C 3.511 1.241 -3.548 0.2879
C 6.782 -1.447 -0.691 0.0133
C 5.915 0.837 0.208 0.2633
C -1.810 -4.396 3.308 0.5130
C 0.728 4.370 0.048 -0.5711
C 1.649 6.638 0.415 0.3144
C 4.652 0.172 0.366 0.3519
C -5.176 0.914 1.844 -0.9104
C -2.032 -1.621 4.783 0.7552
C 3.059 2.364 -2.579 -0.1581
C -6.597 0.873 1.527 0.8362
C -1.011 -3.266 3.018 0.7723
C -1.191 -1.877 3.667 -0.5005
C 1.506 4.920 2.370 0.7380
C 3.823 3.552 -2.235 1.1909
C -4.390 0.688 -0.564 1.3752
C 6.946 0.038 -0.322 -0.6037
C -4.887 -5.630 -1.933 0.3184
C 1.901 6.203 1.792 -0.5445
C -2.512 -5.543 -2.588 -0.6967
C -5.863 0.669 -0.979 -1.5566
C -4.129 0.788 0.830 0.1004
C -4.748 -4.348 -1.130 -0.5820
C 0.861 4.055 1.489 0.1414
C -3.576 -3.599 -1.170 1.0227
C -6.920 0.615 0.119 0.3621
C 0.972 5.731 -0.444 0.7693
C -2.982 -2.657 5.012 0.1894
B 0.345 -0.144 -0.545 -0.0723
H 1.769 7.989 -0.985 0.3258
H -6.905 -6.113 -1.682 0.3445
H 7.625 -3.115 -1.240 0.3025
H -0.001 2.463 1.424 0.2743
H 2.821 0.472 1.035 0.2092
H 2.096 2.401 -1.881 0.0794
H -4.943 0.868 2.937 0.3950
H -3.661 -1.620 6.182 0.3612
H -5.708 -4.125 -0.586 0.2400
H 2.228 -0.041 -3.091 0.7629
H 5.551 4.819 -1.708 0.3751
H -0.541 -1.012 3.314 0.2028
H -3.692 -4.729 4.557 0.2719
H 6.439 2.448 -4.475 0.4407
H 0.408 -2.593 1.930 0.1953
H -1.543 -2.588 -1.272 0.3201
H -6.044 0.662 -1.890 0.7747
H -1.513 -5.731 -3.083 0.3435
H 2.244 7.181 2.409 0.2379
H 3.460 -1.953 -0.154 0.2150
H -8.876 0.317 0.630 0.3562
H 0.180 3.780 -0.609 0.5518
H 7.956 0.581 -0.499 0.2942
H -2.389 0.433 0.198 0.0958
```

HOMO energy ... -6.63 eV
Net charge ... -1
Gap between HOMO and LUMO ... 6.01 eV
2S+1 ... 1

***

[2]
# C2H4NOP

C2H4NOP in the gas phase in a non-equilibrium geometry (ωB97M-V/def2-TZVPD, OMol25).

Geometry as XYZ:
```
9
Properties=species:S:1:pos:R:3:nbo_charge:R:1
P 1.795 -0.270 0.214 1.4286
O 2.861 0.511 -0.351 -0.9812
N 0.111 2.268 0.233 -0.1927
C 0.180 -0.202 -0.426 -0.8604
C -0.538 1.264 -0.046 -0.0390
H -0.531 -0.777 0.164 0.2702
H -1.559 1.189 -0.230 0.2063
H 1.741 -0.260 1.557 -0.0971
H 0.199 -0.074 -1.432 0.2653
```

HOMO energy (spin up / spin down) ... -9.83 / -8.14 eV
Gap between HOMO and LUMO (spin up / spin down) ... 9.14 / 7.15 eV
2S+1 ... 1

***

no.,M (g/mol)
1,927.4
2,89.0